72
Properties=species:S:1:pos:R:3:forces:R:3:mulliken_charge:R:1 method="wB97M-V/def2-TZVPD" e_tot_ha=-3738.0007 e_homo_ha=-0.1671 charge=-1 relative_energy_kj_mol=20.3
Rb 0.834869 0.206328 -0.037837 -0.6 -0.7 0.5 0.902
N 1.444732 -3.890129 1.994264 0.0 0.0 0.1 0.066
C 0.738494 -2.949737 1.312163 -0.1 0.0 0.2 -0.673
N 0.009278 -2.041860 1.857165 -0.1 0.0 0.1 -0.415
C -0.054076 -1.966185 3.251630 0.1 -0.1 -0.2 0.357
N -0.635232 -1.005693 3.861579 0.1 -0.1 0.2 -0.476
N -1.285127 -0.073509 3.099175 -0.1 0.1 -0.3 -0.206
C -0.711432 1.049075 2.980339 0.0 0.2 0.1 -0.921
C -1.321491 2.172904 2.225443 0.0 -0.1 -0.1 0.884
C -1.095286 3.477954 2.639623 0.1 0.0 0.0 -0.727
C -1.603530 4.515881 1.881514 0.0 0.0 0.0 -0.371
C -2.315357 4.216596 0.731397 0.0 0.0 0.0 -0.812
C -2.492667 2.881176 0.399852 0.1 0.0 0.0 -0.150
N -2.015057 1.877314 1.126931 -0.1 0.0 0.0 0.157
C 0.604507 -3.020642 4.051922 0.0 0.0 -0.1 0.792
C 0.512073 -3.091302 5.438750 0.0 0.0 0.1 -0.386
C 1.198624 -4.060087 6.145532 0.0 0.0 0.0 -0.729
C 2.000911 -4.975034 5.464901 0.0 0.0 0.0 -0.350
C 2.100279 -4.925770 4.089075 0.0 0.0 0.0 -0.852
C 1.395834 -3.952332 3.381113 0.0 0.0 0.0 0.105
H 2.104624 -4.461655 1.495704 0.0 0.0 0.0 0.247
H 0.810440 -2.992039 0.227828 0.0 0.1 0.0 0.823
H 0.269339 1.237879 3.427022 -0.1 0.0 0.1 0.305
H -0.490644 3.671376 3.517060 0.0 0.0 0.0 0.399
H -1.418656 5.543600 2.166951 0.0 0.0 0.0 0.412
H -2.703196 4.997427 0.090415 0.0 0.0 0.0 0.375
H -3.023448 2.600991 -0.505968 0.0 0.0 0.0 0.440
H -0.103621 -2.358292 5.944328 0.0 0.0 0.0 0.447
H 1.119413 -4.104906 7.223720 0.0 0.0 0.0 0.384
H 2.549702 -5.730791 6.012931 0.0 0.0 0.0 0.383
H 2.719596 -5.634160 3.550897 0.0 0.0 0.0 0.364
O 2.966227 -1.425188 0.422240 0.1 -0.1 0.1 -0.442
N 3.522060 -1.902634 -0.586252 0.2 -0.2 -0.2 -0.497
N 2.734179 -2.190690 -1.575967 0.0 -0.2 -0.3 0.874
O 1.425464 -2.033613 -1.574393 0.3 -0.2 0.0 -0.562
C 3.352057 -2.792163 -2.719449 -0.1 0.1 0.2 0.057
C 4.735688 -2.817045 -2.884574 0.1 0.0 0.0 -0.402
C 5.275789 -3.415392 -4.010916 0.0 0.0 0.0 -0.428
C 4.455843 -3.984795 -4.979916 0.0 0.0 0.0 -0.473
C 3.080272 -3.945183 -4.809070 0.0 0.0 0.0 -0.518
C 2.524683 -3.348785 -3.683947 0.0 0.0 -0.1 -0.257
H 5.369128 -2.367411 -2.134534 0.0 0.0 0.0 0.437
H 6.351640 -3.429097 -4.137516 0.0 0.0 0.0 0.348
H 4.888357 -4.444779 -5.860048 0.0 0.0 0.0 0.366
H 2.428155 -4.377743 -5.558592 0.0 0.0 0.0 0.351
H 1.456373 -3.299759 -3.531918 0.0 0.0 0.0 0.391
Cl 2.277909 6.930999 -3.643483 0.0 0.0 0.0 -0.278
C 1.880493 5.676193 -2.484719 0.0 0.0 0.0 0.493
C 1.456268 4.436422 -2.929492 -0.1 -0.1 -0.1 -0.832
C 1.147415 3.461407 -2.004822 0.0 0.1 0.0 0.690
Cl 0.606224 1.895705 -2.574090 0.0 0.4 -0.4 -0.190
C 1.239856 3.624309 -0.585555 -0.1 0.0 0.1 -0.757
O 0.957555 2.708839 0.237049 0.2 0.9 0.0 -0.604
C 1.681048 4.936945 -0.221735 0.0 0.0 0.0 0.582
Cl 1.856397 5.279757 1.482443 0.0 0.0 0.0 -0.250
C 1.996960 5.928494 -1.127246 0.0 0.0 0.0 -0.732
H 1.364696 4.233530 -3.987914 0.0 0.0 0.0 0.407
H 2.334168 6.894687 -0.777314 0.0 0.0 0.0 0.413
S -2.755918 -2.317357 -3.265854 0.1 0.0 0.0 -0.341
C -1.513066 -1.559206 -2.297937 -0.1 0.0 0.0 -0.126
N -1.916439 -0.928348 -1.255082 0.1 0.0 0.0 0.146
C -3.298474 -1.009559 -1.130610 0.1 0.0 -0.1 -0.507
C -4.039263 -0.457034 -0.085313 0.0 0.0 0.1 -0.099
C -5.409824 -0.621700 -0.093249 0.0 0.0 0.0 -0.723
C -6.049052 -1.328082 -1.121452 0.0 0.0 0.0 -0.402
C -5.325167 -1.888753 -2.156517 0.0 0.0 0.0 -0.477
C -3.940858 -1.725770 -2.149768 0.0 0.0 0.0 0.583
H -0.465444 -1.657422 -2.572993 -0.1 0.0 0.0 0.317
H -3.511706 0.081194 0.694934 0.0 0.0 0.0 0.539
H -6.002366 -0.201135 0.709761 0.0 0.0 0.0 0.407
H -7.126081 -1.441558 -1.104899 0.0 0.0 0.0 0.355
H -5.819561 -2.442103 -2.945356 0.0 0.0 0.0 0.367